Entry 1:
DFT (ωB97M-V with the def2-TZVPD basis set) results for a cluster of 3 separate species, C21H19F16NO4 in total.

Structure (XYZ):
```
61
C21H19F16NO4, DFT ωB97M-V with the def2-TZVPD basis set
F -0.93363 -1.77587 -5.21245
C -1.27171 -2.54241 -6.26754
F -2.62599 -2.50387 -6.35356
C -0.79868 -3.98828 -6.11562
F -1.39958 -4.58493 -5.06141
F -1.21379 -4.67051 -7.22225
C 0.72507 -4.19905 -6.01104
O 1.26806 -4.36359 -4.70196
C 1.58234 -3.21155 -3.97591
F 1.49878 -2.12818 -4.77111
F 2.88375 -3.32642 -3.63220
C 0.74081 -3.08069 -2.70522
F -0.57824 -3.03186 -2.98600
F 1.03668 -1.94297 -2.03487
H -0.86589 -2.08831 -7.17587
H 0.92749 -5.15383 -6.49962
H 1.28553 -3.46528 -6.59331
H 0.91336 -3.92768 -2.03724
F 1.94849 4.73250 5.59713
C 3.16223 5.30901 5.67727
F 3.08917 6.46257 4.96437
C 4.27139 4.41842 5.11742
F 4.09268 4.19720 3.79575
F 5.44388 5.10995 5.22907
C 4.48445 3.06756 5.82901
O 3.88708 1.91892 5.23273
C 2.55165 1.63937 5.54412
F 2.13977 2.43108 6.55641
F 2.53612 0.37625 6.02695
C 1.64126 1.71510 4.31806
F 1.67117 2.94672 3.75432
F 0.35065 1.47395 4.66729
H 3.35753 5.57253 6.72063
H 5.55550 2.86576 5.76855
H 4.27292 3.12547 6.89848
H 1.93879 0.98381 3.55541
C -5.80826 1.37876 -0.47948
C -4.96443 0.18344 -1.10304
C -3.72864 0.75093 -1.95160
C -2.44934 0.50745 -1.05986
C -1.74827 1.65601 -0.48618
C -0.58667 1.37361 0.37869
C -0.22845 -0.00006 0.59692
C -0.90600 -1.16671 0.01611
C -2.04351 -0.88789 -0.83077
C -0.23160 -2.49508 0.50598
O -0.67485 -3.59387 0.36555
N 0.99875 -2.10000 1.20697
C 0.88088 -0.66533 1.44676
O 1.49618 0.01719 2.23279
H -6.53543 1.80952 -1.20983
H -5.14051 2.16054 -0.02439
H -6.39087 0.93863 0.37749
H -4.57711 -0.40209 -0.22478
H -5.59848 -0.51803 -1.69882
H -3.85075 1.84945 -2.15143
H -3.56349 0.17280 -2.89197
H -2.09599 2.70136 -0.66891
H -0.01826 2.18110 0.88380
H -2.58418 -1.75444 -1.27990
H 0.78018 -2.45816 2.15407
```

Its charge is 0. Its SMILES is FC(F)C(F)(F)COC(F)(F)C(F)F.FC(F)C(F)(F)COC(F)(F)C(F)F.CCCc1ccc2c(c1)C(=O)NC2=O. The calculation puts the largest force on an atom at 3.11 eV/A. The value obtained for the total energy is -75243.7858 eV. The value obtained for the HOMO energy is -0.348 Eh. The value obtained for the HOMO-LUMO gap is 9.07 eV.

Atomic partial charges in e from the Löwdin method, atoms 1 to 5:
1. F 0.09
2. C -0.30
3. F 0.09
4. C -0.44
5. F 0.13

=====

Entry 2:
DFT (ωB97M-V with the def2-TZVPD basis set) results for a structure of composition C21H19FeN4O2PS.

Structure (XYZ):
```
49
C21H19FeN4O2PS, DFT ωB97M-V with the def2-TZVPD basis set
Fe 0.20971 1.15564 -1.53843
N -3.58485 -0.23974 -2.75304
C -2.56549 0.48315 -2.28969
S -1.08274 0.45866 -3.26866
N -2.75944 1.19316 -1.20083
N -1.62501 1.82349 -0.81457
C -1.63965 2.79013 0.01953
C -0.33601 3.42556 0.28600
C -0.17918 4.50139 1.13591
C 1.08678 5.06115 1.27301
C 2.14686 4.53016 0.55822
C 1.91468 3.44199 -0.27055
N 0.70423 2.90361 -0.39829
H -3.51249 -0.72916 -3.62650
H -4.46406 -0.21743 -2.26233
H -2.55977 3.16905 0.45254
H -1.03070 4.89834 1.67114
H 1.23709 5.90807 1.92870
H 3.14191 4.94384 0.63248
H 2.70119 2.97526 -0.85089
O 3.74059 -0.46033 -2.52602
C 2.64529 -0.31705 -2.06639
O 2.06048 0.86405 -1.87971
C 1.80458 -1.53370 -1.63986
P 0.52131 -1.00900 -0.46297
C 1.24077 -1.02207 1.18953
C 2.02063 0.05748 1.60064
C 2.62700 0.03845 2.84673
C 2.44941 -1.05211 3.68585
C 1.66955 -2.12731 3.28135
C 1.06471 -2.11705 2.03457
C -0.85685 -2.16431 -0.47885
C -1.97191 -1.84031 0.29531
C -3.08424 -2.66454 0.28672
C -3.09227 -3.80982 -0.49972
C -1.98686 -4.13318 -1.27309
C -0.86796 -3.31273 -1.26557
H 2.45072 -2.31402 -1.24068
H 1.32266 -1.91371 -2.54457
H 2.16593 0.90276 0.94027
H 3.23877 0.87284 3.16297
H 2.92165 -1.06543 4.65903
H 1.53391 -2.97648 3.93734
H 0.45324 -2.95448 1.72253
H -1.97027 -0.94444 0.90634
H -3.94444 -2.41441 0.89327
H -3.96121 -4.45440 -0.50475
H -1.99011 -5.02915 -1.87904
H -0.00815 -3.58183 -1.86504
```

Its charge is +1. Its expectation value of S² is 8.768. As for the multiplicity: 6. As for the energy above the lowest of the compared OMol25 structures with the same formula, charge and spin: 19.7 kJ/mol. The calculation puts the largest force on an atom at 0.81 eV/A. The value obtained for the total energy is -86647.7211 eV. The value obtained for the HOMO energy (spin up / spin down) is -0.424 / -0.436 Eh. The value obtained for the HOMO-LUMO gap (spin up / spin down) is 7.69 / 7.05 eV.

Atomic partial charges in e from the Löwdin method, atoms 1 to 5:
1. Fe 0.65
2. N 0.12
3. C -0.80
4. S 0.69
5. N 0.02